{"formula": "C15H19BCl33FO", "method": "the ωB97M-V functional and the def2-TZVPD basis", "charge": 0, "max_force_ha_per_bohr": 0.0264, "gap_ev": 9.90, "homo_ha": -0.367, "smiles": "ClC(Cl)Cl.ClC(Cl)Cl.ClC(Cl)Cl.ClC(Cl)Cl.ClC(Cl)Cl.ClC(Cl)Cl.ClC(Cl)Cl.ClC(Cl)Cl.ClC(Cl)Cl.ClC(Cl)Cl.ClC(Cl)Cl.O=CCBCCF", "elements": ["Cl", "C", "Cl", "Cl", "H", "Cl", "C", "Cl", "Cl", "H", "Cl", "C", "Cl", "Cl", "H", "Cl", "C", "Cl", "Cl", "H", "Cl", "C", "Cl", "Cl", "H", "Cl", "C", "Cl", "Cl", "H", "Cl", "C", "Cl", "Cl", "H", "Cl", "C", "Cl", "Cl", "H", "Cl", "C", "Cl", "Cl", "H", "Cl", "C", "Cl", "Cl", "H", "Cl", "C", "Cl", "Cl", "H", "O", "C", "C", "B", "C", "C", "F", "H", "H", "H", "H", "H", "H", "H", "H"], "positions_angstrom": [[-4.24326, 3.30925, -2.00680], [-3.32794, 3.18630, -3.50410], [-4.29424, 2.41531, -4.76992], [-2.75938, 4.76824, -4.02882], [-2.47078, 2.56941, -3.32055], [2.76210, 6.08280, -2.26802], [4.12563, 5.05783, -1.82544], [3.83131, 4.27818, -0.27506], [4.43806, 3.85292, -3.07697], [5.00273, 5.68163, -1.73677], [-8.30053, 0.58730, -2.76460], [-6.59063, 0.16634, -2.69547], [-6.04328, 0.01314, -1.02856], [-6.26737, -1.31142, -3.60241], [-6.03014, 0.96755, -3.15522], [3.70215, -4.92131, 0.32449], [4.13128, -4.60510, -1.35007], [2.90762, -5.23052, -2.44831], [4.38766, -2.87226, -1.60735], [5.06239, -5.10930, -1.55956], [-2.26659, 4.95342, 0.36699], [-1.12288, 3.71405, 0.89315], [0.51051, 4.06795, 0.29390], [-1.10696, 3.57984, 2.64655], [-1.44640, 2.76733, 0.48866], [5.76374, 0.84997, -2.01491], [6.79695, -0.51079, -1.57072], [8.45006, -0.24742, -2.11697], [6.74069, -0.79068, 0.16734], [6.41721, -1.39350, -2.06368], [6.96273, 4.10278, 1.72702], [6.39109, 5.16528, 3.01323], [7.72782, 6.07596, 3.71192], [5.12746, 6.24970, 2.43211], [5.96639, 4.54753, 3.78978], [-4.92711, -1.02657, 2.20072], [-3.49894, -1.83356, 2.84061], [-3.78625, -2.40451, 4.48831], [-3.01802, -3.16469, 1.79393], [-2.69221, -1.11891, 2.86563], [-7.36595, -2.28234, 7.22583], [-6.46526, -3.66829, 6.62138], [-5.13022, -4.07613, 7.69807], [-7.52795, -5.06300, 6.40317], [-6.05535, -3.40728, 5.65728], [-4.48419, -9.42761, 5.93173], [-4.46776, -7.81822, 6.65217], [-4.78597, -7.90591, 8.38282], [-2.93458, -7.00769, 6.33254], [-5.25658, -7.23762, 6.19603], [-0.79494, -1.72510, -4.22971], [0.73902, -1.54209, -5.07596], [2.08672, -1.89691, -3.99175], [0.80150, -2.55889, -6.51109], [0.82536, -0.51257, -5.39198], [-0.51549, 0.09331, 1.17554], [-0.17008, 0.16035, 0.02341], [1.09068, -0.40168, -0.49618], [2.02590, 0.78603, -0.91901], [2.27550, 1.24464, -2.39094], [1.20335, 2.16628, -2.85767], [-0.00392, 1.81803, -2.30589], [-0.79508, 0.69649, -0.68994], [1.53882, -0.91602, 0.32435], [0.89781, -1.10388, -1.28285], [2.56264, 1.37917, -0.03444], [3.17422, 1.79660, -2.43146], [2.33944, 0.42581, -3.08124], [1.40902, 3.18956, -2.62905], [1.09199, 2.10157, -3.91802]], "forces_ev_per_angstrom": [[-0.1, -0.1, 0.0], [-0.3, 0.2, -0.1], [0.0, 0.0, 0.0], [0.0, 0.0, 0.0], [0.3, -0.2, 0.1], [0.0, 0.0, 0.0], [-0.1, 0.0, 0.1], [0.0, -0.1, -0.1], [0.2, 0.2, -0.2], [0.1, 0.0, 0.0], [0.0, 0.0, 0.0], [0.0, 0.0, 0.0], [0.0, 0.0, 0.0], [0.0, 0.0, 0.0], [0.0, 0.1, 0.0], [0.0, 0.0, 0.0], [-0.1, -0.1, 0.0], [0.0, 0.0, 0.0], [-0.1, 0.0, 0.0], [0.1, 0.0, 0.0], [0.1, 0.0, 0.0], [0.1, 0.2, 0.1], [-0.2, -0.1, 0.0], [0.0, 0.0, 0.0], [0.0, -0.1, -0.1], [0.0, 0.0, 0.0], [0.1, 0.1, 0.1], [0.0, 0.0, 0.0], [0.0, 0.0, 0.0], [0.0, 0.0, 0.0], [0.0, 0.0, 0.0], [0.0, 0.1, -0.1], [0.0, 0.0, 0.0], [0.0, 0.0, 0.0], [0.0, -0.1, 0.1], [-0.1, 0.1, 0.0], [-0.1, -0.1, -0.1], [0.1, 0.0, 0.1], [0.0, 0.0, 0.0], [0.2, 0.1, 0.0], [0.0, 0.0, 0.0], [-0.1, 0.0, 0.1], [0.0, 0.0, 0.0], [0.0, 0.0, 0.0], [0.0, 0.0, -0.1], [0.0, 0.0, 0.0], [0.1, 0.0, 0.0], [0.0, 0.0, 0.0], [0.0, 0.0, 0.0], [-0.1, 0.1, 0.0], [-0.1, 0.0, 0.0], [0.0, 0.0, 0.0], [0.0, -0.2, -0.1], [0.0, 0.0, 0.0], [0.0, 0.1, 0.0], [-0.2, 0.0, 0.5], [-0.6, 0.1, 0.3], [0.5, 0.3, -0.1], [0.3, 0.0, 0.2], [-0.3, -0.5, 0.5], [0.5, 0.2, -0.5], [-1.3, -0.1, 0.3], [-0.3, 0.0, -0.3], [0.4, -0.5, 0.7], [-0.3, -0.3, -0.7], [0.0, 0.1, 0.1], [1.1, 0.4, -0.1], [0.1, -0.5, -0.1], [0.0, 0.8, 0.5], [-0.2, 0.0, -0.9]], "nbo_charge": [0.0256, -0.2848, 0.0076, 0.0246, 0.2322, 0.0246, -0.2853, 0.0343, 0.0135, 0.2337, 0.0189, -0.2896, 0.0177, 0.0150, 0.2316, 0.0354, -0.2828, 0.0341, -0.0083, 0.2298, 0.0180, -0.2804, 0.0060, 0.0288, 0.2281, 0.0112, -0.2908, 0.0244, 0.0246, 0.2298, 0.0186, -0.2867, 0.0220, 0.0199, 0.2279, 0.0184, -0.2835, 0.0022, 0.0234, 0.2436, 0.0255, -0.2890, 0.0204, 0.0085, 0.2342, 0.0173, -0.2870, 0.0206, 0.0181, 0.2294, 0.0248, -0.2887, 0.0178, 0.0299, 0.2239, -0.5483, 0.4626, -0.9011, 0.7551, -0.8601, 0.0819, -0.3875, 0.1210, 0.2594, 0.2518, -0.0873, 0.2481, 0.2345, 0.1721, 0.1587]}

{"formula": "C15H19BrFN", "method": "the ωB97M-V functional and the def2-TZVPD basis", "charge": 0, "max_force_ha_per_bohr": 0.0840, "gap_ev": 8.67, "homo_ha": -0.291, "smiles": "FCCCN1CC[C@H]2c3c(Br)cccc3CC[C@H]21", "elements": ["F", "C", "C", "C", "N", "C", "C", "C", "C", "C", "Br", "C", "C", "C", "C", "C", "C", "C", "H", "H", "H", "H", "H", "H", "H", "H", "H", "H", "H", "H", "H", "H", "H", "H", "H", "H", "H"], "positions_angstrom": [[-0.12647, 0.84429, 3.84124], [-1.30327, 0.35447, 3.25456], [-2.23209, 1.48992, 2.69815], [-1.51704, 2.18553, 1.49089], [-1.19897, 1.44194, 0.32182], [-2.23837, 1.21239, -0.66957], [-1.34923, 0.34395, -1.64188], [-0.47184, -0.47462, -0.75894], [0.72042, -1.37039, -1.11342], [0.51062, -2.70644, -1.54591], [-1.24635, -3.37849, -1.89834], [1.52816, -3.61022, -1.72001], [2.84921, -3.15149, -1.48635], [3.13070, -1.83814, -1.19544], [2.03450, -0.89595, -1.07128], [2.35188, 0.52960, -0.89284], [1.23310, 1.43431, -0.55809], [0.09783, 0.68190, 0.11338], [-1.98061, -0.27223, 4.05826], [-1.15405, -0.30820, 2.45175], [-3.17856, 1.04140, 2.48990], [-2.28248, 2.23827, 3.44343], [-0.62874, 2.75236, 1.71267], [-2.23020, 2.97832, 1.16277], [-2.61129, 2.15957, -1.01329], [-3.15586, 0.62960, -0.37104], [-0.62372, 0.95784, -2.22618], [-1.93972, -0.09816, -2.43769], [-1.06280, -1.16794, -0.05113], [1.27053, -4.62178, -1.93235], [3.68118, -3.83379, -1.57014], [4.12263, -1.50967, -1.17617], [3.03264, 1.03464, -1.62005], [3.04952, 0.66693, -0.01953], [0.83385, 1.96192, -1.36384], [1.56423, 2.06131, 0.20597], [0.52063, 0.23702, 1.08870]], "forces_ev_per_angstrom": [[-0.9, -0.5, -0.7], [-3.5, 0.2, 2.5], [3.7, -0.8, -0.3], [-1.5, 0.8, -0.6], [0.7, -0.4, 0.5], [1.9, -2.0, -0.1], [-0.8, 1.1, -2.2], [1.0, -1.3, 2.8], [-0.6, 0.1, -1.8], [0.0, 0.3, 0.4], [0.1, 0.3, 0.2], [0.8, 1.2, 0.7], [-0.3, -0.4, -0.2], [-3.3, 0.4, -0.5], [1.1, -1.9, -0.5], [2.7, 1.2, 1.3], [-1.7, -1.0, 0.9], [-2.1, -1.2, 1.5], [2.1, 1.5, -1.5], [1.1, -1.0, -0.9], [-0.7, -0.1, -0.4], [-0.6, 0.8, 1.0], [0.4, 0.0, 1.1], [0.3, -0.2, 0.1], [0.0, 0.5, -0.7], [0.9, 0.2, 0.2], [-0.8, 0.1, 0.4], [-0.1, -0.8, 0.2], [0.4, 1.2, -1.0], [0.2, -0.6, -0.3], [0.0, -0.2, -0.1], [1.3, 0.6, 0.3], [-0.8, -0.9, -0.4], [-0.4, -0.8, -0.4], [-0.4, 1.1, -1.3], [0.6, 1.8, 0.8], [-0.8, 0.7, -1.1]], "nbo_charge": [-0.3705, 0.0639, -0.4509, -0.2003, -0.4915, -0.1916, -0.4142, -0.2459, -0.0931, -0.0314, 0.0387, -0.2593, -0.1811, -0.2307, 0.0899, -0.4515, -0.4405, 0.0162, 0.1490, 0.1608, 0.2117, 0.2112, 0.2031, 0.1825, 0.1893, 0.1650, 0.1994, 0.2244, 0.2198, 0.2294, 0.2126, 0.2108, 0.2355, 0.2171, 0.2049, 0.2158, 0.2016]}

{"formula": "C15H19BrNO6S", "method": "the ωB97M-V functional and the def2-TZVPD basis", "charge": -1, "max_force_ha_per_bohr": 0.1636, "gap_ev": 2.25, "homo_ha": -0.071, "elements": ["C", "C", "C", "Br", "C", "C", "S", "C", "N", "C", "C", "C", "C", "O", "O", "C", "C", "C", "C", "O", "H", "H", "H", "H", "H", "H", "H", "H", "H", "H", "H", "H", "H", "H", "H", "H", "H", "H", "H", "C", "O", "O", "O"], "positions_angstrom": [[2.90943, -3.02158, -0.05709], [1.70454, -2.86410, -1.19798], [1.88584, -1.35088, -1.86406], [2.91253, -1.33410, -3.58166], [0.44592, -0.57486, -1.89426], [-0.73878, -0.81614, -3.05103], [-0.53925, -2.06387, -4.43142], [-2.18963, 0.01535, -3.02862], [-2.44934, 1.02435, -1.93376], [-1.44842, 1.32404, -0.81674], [-1.91698, 2.47066, 0.27384], [-3.48548, 2.37614, 0.73500], [-3.99565, 0.89062, 1.19666], [-3.95835, -0.23177, 0.47531], [-4.61841, 0.78462, 2.54825], [0.02561, 0.53780, -0.71880], [0.95001, 0.94018, 0.56766], [0.04284, 0.15230, 1.88571], [0.30947, 0.86078, 3.44790], [0.91006, -0.58826, 2.95477], [3.86222, -2.50833, -0.56033], [3.09475, -4.12795, 0.27149], [2.60499, -2.29525, 0.82467], [1.69737, -3.72735, -1.98671], [0.69577, -2.80840, -0.56139], [2.56771, -0.75737, -1.08338], [-0.48747, -1.37030, -5.68299], [-3.01971, -0.20166, -3.85587], [-3.38212, 1.52375, -1.95397], [-1.80344, 3.51363, -0.29610], [-1.23171, 2.55038, 1.21894], [-4.13606, 2.80855, -0.15523], [-3.62497, 3.10894, 1.66732], [-5.43958, 0.19708, 2.39709], [0.98013, 2.07778, 0.83571], [1.96326, 0.37144, 0.67034], [-1.11247, -0.26249, 1.62563], [1.13911, 1.68493, 3.42504], [-0.56543, 0.75198, 4.22050], [4.88908, 0.23700, 1.90939], [5.57769, 0.28897, 2.91688], [4.28547, -0.76530, 1.50981], [4.68943, 1.17869, 1.13352]], "forces_ev_per_angstrom": [[-0.3, 1.4, -1.2], [0.1, 0.4, 1.2], [-1.7, 0.7, 2.7], [-0.5, 0.0, 0.8], [-2.2, 1.8, 0.2], [-2.6, 3.4, 1.6], [-0.3, 1.4, 0.3], [4.3, -1.2, 1.7], [1.9, -1.3, -0.8], [2.7, -2.1, -0.1], [0.3, 0.0, -1.3], [0.1, 0.4, 0.8], [-0.8, -5.3, -2.1], [-0.2, 7.3, 4.2], [-0.3, 0.1, -3.6], [-2.8, 0.7, -2.5], [-2.2, -2.4, 1.4], [1.0, 1.4, 3.3], [0.2, -3.2, -3.9], [-3.4, 4.4, -1.4], [-1.8, -1.5, 1.4], [-0.4, 2.2, -0.6], [0.9, -1.8, -1.6], [-0.1, 1.8, 1.4], [2.0, -0.3, -1.8], [-1.5, -1.2, -1.9], [0.0, -0.2, 1.9], [2.1, 0.6, 2.2], [1.9, -1.0, 0.2], [-0.4, -2.1, 1.3], [-1.2, -0.6, -2.0], [1.0, -1.3, 2.0], [0.2, -1.7, -2.1], [2.2, 0.9, 0.3], [0.1, -2.3, -0.9], [-1.6, 1.4, -0.6], [3.5, 0.9, 0.8], [-1.8, -1.8, 0.4], [2.2, 0.3, -1.5], [0.3, 0.2, 0.3], [1.3, 0.1, 1.9], [-1.7, -3.5, -0.6], [-0.2, 3.4, -1.8]], "nbo_charge": [-0.6423, -0.4272, -0.3123, -0.0228, -0.0847, -0.2191, -0.0299, 0.0095, -0.6264, 0.1402, -0.4547, -0.5245, 0.7769, -0.5667, -0.7302, 0.0335, -0.4954, 0.0512, -0.1967, -0.5283, 0.2296, 0.2102, 0.2591, 0.2155, 0.2167, 0.2807, 0.1419, 0.2382, 0.4090, 0.2238, 0.2602, 0.2385, 0.2530, 0.4996, 0.2407, 0.3156, 0.2223, 0.2278, 0.2099, 0.8975, -0.6936, -0.6253, -0.6212]}

{"formula": "C15H19Cl5GeN2NaO5", "method": "the ωB97M-V functional and the def2-TZVPD basis", "charge": 0, "s2": 0.7540, "spin_multiplicity": 2, "max_force_ha_per_bohr": 0.0152, "gap_ev": [6.90, 6.78], "homo_ha": [-0.260, -0.286], "relative_energy_kj_mol": 67.53, "elements": ["Na", "C", "N", "C", "C", "O", "C", "O", "C", "C", "O", "N", "C", "C", "H", "H", "H", "H", "H", "H", "H", "H", "H", "H", "H", "H", "H", "H", "H", "H", "Cl", "C", "C", "C", "Cl", "C", "O", "C", "C", "O", "C", "H", "H", "H", "Cl", "Ge", "Cl", "Cl"], "positions_angstrom": [[0.27126, -0.17872, -0.78352], [-4.65479, 0.11322, -2.73683], [-3.46767, -0.70812, -2.56790], [-3.38335, -1.93843, -3.34005], [-2.47928, -0.38258, -1.71739], [-1.47794, -1.06958, -1.55792], [-2.64969, 0.91950, -0.91269], [-1.62557, 1.09971, 0.03055], [-1.80145, 0.36187, 1.23337], [-0.46081, 0.33317, 1.98039], [0.57038, 0.15762, 1.34194], [-0.48534, 0.39812, 3.32276], [-1.70921, 0.55561, 4.09644], [0.74855, 0.17839, 4.06452], [-5.13693, -0.17033, -3.67024], [-4.40928, 1.17126, -2.81463], [-5.37704, -0.03145, -1.92973], [-3.29353, -1.71223, -4.40399], [-4.28448, -2.53339, -3.18332], [-2.51715, -2.50570, -3.01660], [-3.64017, 0.95016, -0.44431], [-2.58989, 1.76622, -1.59910], [-2.03095, -0.68926, 1.01536], [-2.61511, 0.79278, 1.81707], [-2.40469, -0.27040, 3.93895], [-2.21042, 1.49921, 3.88103], [-1.43817, 0.55834, 5.14936], [1.55878, -0.00970, 3.36916], [0.63065, -0.68861, 4.71688], [0.98445, 1.05295, 4.67249], [6.82536, 2.67825, -0.09983], [5.44783, 1.66151, -0.43634], [5.60812, 0.28013, -0.44354], [4.53641, -0.53982, -0.70029], [4.81731, -2.25218, -0.75933], [3.22444, -0.05569, -0.94180], [2.23077, -0.85906, -1.15121], [3.11815, 1.36824, -0.97675], [1.90758, 2.11985, -1.33571], [0.83638, 1.67405, -1.70081], [4.21911, 2.19742, -0.71419], [6.58065, -0.15411, -0.25620], [2.03594, 3.21557, -1.26694], [4.08994, 3.27225, -0.74237], [-0.34957, -2.97011, 1.05269], [1.72378, -2.76397, 0.25763], [1.67640, -4.04747, -1.47511], [2.85026, -3.84444, 1.73801]], "forces_ev_per_angstrom": [[-0.1, -0.1, -0.1], [0.0, 0.0, -0.1], [0.0, 0.1, 0.0], [-0.1, 0.0, 0.0], [-0.1, 0.1, 0.2], [-0.5, -0.2, -0.3], [-0.1, 0.0, -0.1], [0.1, -0.2, 0.1], [0.1, 0.0, 0.0], [-0.3, -0.2, -0.1], [0.1, 0.4, 0.3], [-0.1, 0.0, -0.1], [0.0, 0.0, 0.1], [0.0, -0.1, 0.1], [0.0, 0.0, 0.0], [0.0, 0.0, 0.0], [0.0, 0.0, 0.0], [0.0, 0.0, 0.0], [0.0, 0.0, 0.0], [0.0, 0.0, 0.0], [0.0, 0.0, 0.0], [0.0, 0.0, 0.0], [0.0, 0.0, 0.0], [0.0, 0.1, 0.0], [0.0, 0.0, 0.0], [0.0, 0.0, 0.0], [0.0, 0.0, 0.0], [0.0, 0.0, 0.0], [0.0, 0.0, 0.0], [0.0, 0.0, 0.0], [-0.1, 0.0, 0.0], [0.1, 0.1, 0.0], [0.1, -0.1, 0.0], [0.3, -0.1, 0.0], [-0.1, 0.1, 0.0], [-0.3, -0.1, -0.2], [0.7, 0.0, 0.1], [-0.2, 0.5, 0.0], [0.2, -0.4, 0.0], [0.0, 0.4, -0.2], [0.1, -0.1, 0.0], [0.0, 0.0, 0.0], [0.0, 0.0, 0.0], [0.0, 0.0, 0.0], [-0.3, 0.0, 0.0], [0.1, 0.5, -0.4], [-0.1, -0.2, -0.2], [0.4, -0.4, 0.5]], "nbo_charge": [0.8764, -0.4159, -0.4144, -0.4178, 0.6622, -0.6697, -0.1620, -0.5188, -0.1750, 0.6851, -0.6706, -0.4105, -0.4156, -0.4171, 0.2210, 0.2086, 0.2004, 0.2008, 0.1995, 0.2549, 0.1891, 0.2258, 0.2264, 0.1849, 0.2055, 0.2047, 0.2214, 0.2528, 0.2036, 0.1988, -0.0121, -0.0924, -0.1937, -0.1318, 0.0384, 0.4538, -0.7815, -0.2824, 0.4405, -0.6057, -0.1619, 0.2403, 0.1144, 0.2208, -0.4908, 1.1798, -0.4360, -0.4343]}

The lowest charge belongs to which entry?
C15H19BrNO6S

The lowest charge belongs to which entry?
C15H19BrNO6S